(1)
Here is a 2-piece molecular cluster, C14H16 overall from the OMol25 dataset. Energies are from ωB97M-V/def2-TZVPD.

The value obtained for the highest occupied orbital energy is -8.95 eV. As for the SMILES: Cc1ccccc1.Cc1ccccc1. As for the calculated total energy: -542.98815 Ha. The value obtained for the LUMO energy is 0.0318 Ha. The calculation puts the energy above the lowest of the compared OMol25 structures with the same formula, charge and spin at 2.305 eV. The frontier orbital gap is 9.82 eV.

Each line ends with the natural charge from an NBO analysis.
Geometry (Å):
C  3.15462  1.45781  3.05438  -0.638
C  -1.10525  0.27572  3.13198  -0.238
C  -0.11638  -0.35404  2.35758  -0.190
C  -0.61736  1.21108  4.00435  -0.182
C  1.27020  0.07448  2.27517  -0.217
C  0.75748  1.59736  4.01530  -0.236
C  1.69613  1.09215  3.16694  -0.017
H  -2.00154  -0.16541  3.11200  0.209
H  -0.47427  -0.94057  1.51597  0.203
H  -1.31534  1.83335  4.61477  0.207
H  1.89912  -0.28158  1.43256  0.215
H  0.89226  2.41261  4.77100  0.213
H  3.45924  1.79926  4.05122  0.219
H  3.25519  2.44662  2.48884  0.225
H  3.76913  0.62272  2.70476  0.226
C  1.31332  -0.23694  -4.28970  -0.631
C  -2.46454  -1.22847  -2.16616  -0.241
C  -1.28616  -1.99367  -2.07751  -0.175
C  -2.33252  -0.11078  -2.99997  -0.179
C  -0.13061  -1.70845  -2.78701  -0.239
C  -1.11156  0.22471  -3.74794  -0.233
C  -0.03503  -0.60249  -3.59575  0.023
H  -3.24677  -1.38815  -1.49779  0.215
H  -1.37602  -2.88556  -1.53152  0.200
H  -3.18375  0.44823  -3.37885  0.203
H  0.56186  -2.38688  -2.72916  0.196
H  -1.16901  0.93106  -4.51046  0.207
H  1.75957  -1.12145  -4.62095  0.213
H  2.05319  -0.02448  -3.41671  0.221
H  1.16305  0.50940  -5.05565  0.220

(2)
Here is C14H16BN5O2S2Zn as an isolated structure from the OMol25 dataset. Energies are from ωB97M-V/def2-TZVPD.

The value obtained for the highest occupied orbital energy (spin up / spin down) is -8.12 / -5.70 eV. As for the calculated total energy: -3567.89996 Ha. The value obtained for the LUMO energy (spin up / spin down) is 0.0008 / -0.0315 Ha. The calculation puts the energy above the lowest of the compared OMol25 structures with the same formula, charge and spin at 5.438 eV. The frontier orbital gap (spin up / spin down) is 8.14 / 4.84 eV.

Each line ends with the natural charge from an NBO analysis.
Geometry (Å):
Zn  0.56608  -0.08254  0.85124  0.816
C  -4.33325  -0.24106  -2.16171  -0.411
N  -3.09710  0.45785  -2.49789  -0.309
C  -2.77152  0.82944  -3.77863  -0.078
C  -1.56178  1.42175  -3.70669  -0.045
N  -1.13834  1.41031  -2.39512  -0.424
B  0.25714  2.10796  -2.03238  0.176
N  1.38508  1.02920  -2.24010  -0.494
C  1.67789  0.44036  -3.45617  -0.057
C  2.84948  -0.21681  -3.34951  -0.078
N  3.28466  -0.02860  -2.05465  -0.355
C  4.49395  -0.58020  -1.47423  -0.401
C  2.38751  0.73364  -1.38689  0.278
S  2.56478  1.14804  0.26846  -0.408
C  -2.09032  0.82068  -1.67335  0.414
S  -3.29749  2.73725  0.86660  0.342
H  -5.04502  -0.05364  -2.96156  0.215
H  -4.73334  0.14000  -1.22959  0.248
H  -4.15135  -1.31179  -2.07875  0.218
H  -3.43335  0.65134  -4.60700  0.228
H  -0.96900  1.88788  -4.47205  0.234
H  0.39277  2.96055  -2.87812  -0.056
H  0.27122  2.51374  -0.92240  0.005
H  1.02372  0.53267  -4.30357  0.222
H  3.41137  -0.79151  -4.06358  0.223
H  5.03397  -1.10812  -2.25603  0.207
H  4.24464  -1.26406  -0.66506  0.227
H  5.11343  0.21876  -1.07232  0.226
O  -3.38988  1.24532  0.25840  -0.688
C  -2.13221  0.54480  -0.15624  0.480
O  -1.08769  0.95290  0.52656  -0.929
C  -2.44527  -0.94414  0.05339  0.169
C  -3.43084  -1.42064  0.90525  -0.249
C  -3.53440  -2.79156  1.07739  -0.157
C  -2.66700  -3.62804  0.39050  -0.262
C  -1.71659  -3.05317  -0.43608  0.046
N  -1.60630  -1.73744  -0.60665  -0.454
H  -4.07976  -0.72863  1.42145  0.243
H  -4.28364  -3.20389  1.74117  0.220
H  -2.71969  -4.70296  0.49412  0.223
H  -1.00854  -3.66726  -0.98043  0.197

(3)
Here is C14H16BaN5O2 as an isolated structure from the OMol25 dataset. Energies are from ωB97M-V/def2-TZVPD.

The value obtained for the highest occupied orbital energy is -10.55 eV. As for the calculated total energy: -992.62308 Ha. The value obtained for the LUMO energy is -0.1015 Ha. Its net charge is +1. The calculation puts the energy above the lowest of the compared OMol25 structures with the same formula, charge and spin at 1.425 eV. The frontier orbital gap is 7.78 eV.

Each line ends with the Mulliken charge.
Geometry (Å):
Ba  -0.17755  0.45202  0.88100  1.652
N  -1.40398  3.34911  -0.81410  -0.128
C  -0.12428  3.25609  -1.42074  0.590
C  0.36248  4.31686  -2.17908  -0.614
C  1.61000  4.19554  -2.76043  -0.466
C  2.32654  3.01712  -2.58790  -0.597
C  1.77100  2.02686  -1.80731  -0.469
N  0.57460  2.14675  -1.21377  -0.039
C  -2.42466  2.43024  -1.17358  0.581
C  -3.59298  2.89422  -1.77096  -0.613
C  -4.56874  1.97888  -2.11512  -0.469
C  -4.34600  0.62861  -1.87312  -0.583
C  -3.16635  0.26389  -1.26177  -0.475
N  -2.22514  1.14693  -0.89775  -0.025
H  -1.74960  4.29698  -0.86091  0.301
H  -0.23717  5.20592  -2.32382  0.307
H  2.01408  4.99929  -3.36075  0.404
H  3.29524  2.88069  -3.04565  0.400
H  2.28173  1.08546  -1.63790  0.435
H  -3.71832  3.94874  -1.97897  0.309
H  -5.48450  2.30717  -2.58760  0.405
H  -5.07803  -0.11621  -2.14857  0.400
H  -2.93862  -0.77465  -1.04923  0.423
C  1.94224  -3.48119  3.78085  -1.592
C  1.32603  -2.45749  2.87507  0.700
N  0.85307  -1.32222  3.24475  -0.075
O  0.86060  -0.99014  4.58937  -0.444
C  1.24556  -2.75267  1.40620  0.197
C  1.71041  -4.02703  0.77618  -1.298
N  0.73467  -1.77136  0.77222  0.033
O  0.51478  -1.63987  -0.51004  -0.779
H  2.24631  -3.09847  4.75397  0.527
H  2.84281  -3.88052  3.31744  0.336
H  1.25618  -4.31470  3.94290  0.350
H  1.13170  -1.75750  5.11367  0.327
H  1.94594  -4.79251  1.51005  0.336
H  2.59524  -3.85512  0.15967  0.302
H  0.93684  -4.41358  0.11136  0.351

(4)
Here is C14H16BrF3N2O4S2 as an isolated structure from the OMol25 dataset. Energies are from ωB97M-V/def2-TZVPD.

The value obtained for the highest occupied orbital energy is -9.38 eV. As for the calculated total energy: -4623.54471 Ha. The value obtained for the LUMO energy is -0.0351 Ha. The calculation puts the energy above the lowest of the compared OMol25 structures with the same formula, charge and spin at 0.000 eV. The frontier orbital gap is 8.43 eV.

Each line ends with the natural charge from an NBO analysis.
Geometry (Å):
C  -3.45508  0.23933  -4.14085  -0.630
C  -1.98894  0.30758  -4.53921  -0.198
Br  -1.83386  0.26227  -6.49234  -0.037
C  -1.28754  1.54918  -3.97855  -0.469
C  -0.58020  1.22723  -2.68549  -0.007
C  0.50892  0.42218  -2.65654  -0.190
C  1.17891  0.06066  -1.44316  -0.012
C  2.32709  -0.91031  -1.51241  -0.676
S  1.65967  -2.53647  -1.12760  2.031
O  0.41782  -2.69754  -1.83141  -0.937
O  1.70562  -2.71993  0.29292  -0.930
C  0.76631  0.53295  -0.24077  -0.196
C  -0.36700  1.37540  -0.23070  0.077
N  -0.94312  1.90139  0.85287  -0.623
S  -2.20953  2.72433  0.35424  0.980
N  -2.12356  2.49168  -1.23561  -0.636
C  -1.05146  1.71759  -1.43735  0.154
H  -3.52358  0.41529  -3.06512  0.219
H  -4.04331  0.97743  -4.67985  0.220
H  -3.85244  -0.75672  -4.32885  0.222
H  -1.49820  -0.60169  -4.20335  0.221
H  -2.02048  2.33310  -3.79717  0.238
H  -0.54528  1.92605  -4.67974  0.239
H  0.88152  0.01483  -3.58840  0.217
H  2.74099  -0.97371  -2.51856  0.242
H  3.11170  -0.68397  -0.79582  0.261
H  2.54174  -3.37154  -1.72960  -0.021
H  1.26082  0.26026  0.68182  0.242
C  -0.47826  -1.33536  3.35186  -0.643
C  -0.23414  0.06601  3.86626  -0.079
O  0.52916  0.05274  5.09359  -0.476
C  1.83574  -0.08335  4.95544  0.695
O  2.45555  -0.17348  3.93798  -0.548
C  2.50717  -0.06001  6.34510  0.897
F  1.86373  -0.84779  7.21004  -0.308
F  2.49736  1.18903  6.82861  -0.311
F  3.76694  -0.46717  6.25901  -0.300
H  -0.96830  -1.94194  4.11417  0.214
H  -1.11560  -1.29797  2.46886  0.226
H  0.45570  -1.82443  3.07686  0.231
H  -1.17046  0.55644  4.12095  0.196
H  0.27785  0.68041  3.12788  0.204

Among the records above, which one has the lowest energy above the lowest of the compared OMol25 structures with the same formula, charge and spin?
C14H16BrF3N2O4S2

Number 1 is which compound?
C14H16

Which value of energy above the lowest of the compared OMol25 structures with the same formula, charge and spin does entry 3 give?
1.425 eV